Entry from OMol25: the ion C3H4NO with charge +1 in a non-equilibrium geometry (wB97M-V/def2-TZVPD).

Values from the calculation:
HOMO level in eV: -15.53
SMILES string: C#[N+]CC=O
Energy above the lowest of the compared OMol25 structures with the same formula, charge and spin in kcal/mol: 38.30
HOMO-LUMO gap in eV: 9.8173
LUMO in eV: -5.711
Energy in eV: -6703.0096

ORCA input file:
```
! wB97M-V def2-TZVPD RIJCOSX def2/J DEFGRID3
* xyz 1 1
C 1.67607 0.51785 0.82662
C -1.27908 -0.45691 0.30272
C -0.12532 -0.12835 -0.70065
N 0.95478 0.27957 -0.06644
O -1.16772 -0.47917 1.49675
H 2.60959 0.70565 1.35181
H -2.32611 -0.49850 -0.27576
H 0.18744 -0.72965 -1.61012
H -0.52965 0.78951 -1.32493
*
```